Computed, not measured: 5 unconnected molecules or ions with the total composition C28H68ClFN5O8, with ωB97M-V with the def2-TZVPD basis set.

XYZ file:
```
111
Properties=species:S:1:pos:R:3:lowdin_charge:R:1
F 5.951 5.627 3.657 0.071
C 4.697 5.799 3.164 -0.241
C 3.963 4.495 2.941 -0.107
C 4.449 4.059 1.559 -0.693
Cl 3.563 2.724 0.853 0.758
C 4.266 5.357 0.780 -0.111
N 4.931 6.332 1.729 0.142
H 4.177 6.544 3.763 0.174
H 4.112 3.788 3.753 0.149
H 2.897 4.724 2.861 0.127
H 5.512 3.808 1.598 0.124
H 4.728 5.412 -0.202 0.145
H 3.212 5.622 0.720 0.142
H 4.684 7.313 1.592 0.193
H 5.947 6.263 1.605 0.189
C -0.848 3.719 2.548 -0.108
O -0.798 2.783 1.498 -0.211
C 0.230 1.806 1.604 -0.239
C -0.324 0.432 1.907 -0.213
N -0.879 0.380 3.247 -0.049
C -1.561 -0.867 3.585 -0.190
C -2.776 -1.269 2.758 -0.213
O -3.901 -0.426 2.934 -0.172
C -3.938 0.727 2.123 -0.103
H -1.569 4.484 2.265 0.094
H -1.158 3.275 3.500 0.086
H 0.130 4.196 2.705 0.071
H 0.946 2.102 2.379 0.101
H 0.748 1.775 0.640 0.091
H 0.497 -0.289 1.835 0.129
H -1.046 0.178 1.118 0.110
H -1.522 1.152 3.371 0.074
H -1.874 -0.797 4.629 0.122
H -0.830 -1.682 3.526 0.120
H -3.084 -2.262 3.088 0.101
H -2.538 -1.355 1.690 0.118
H -3.496 0.539 1.139 0.086
H -3.420 1.581 2.574 0.071
H -4.984 1.000 1.988 0.091
C 2.062 4.514 -5.525 -0.096
O 2.297 3.485 -4.585 -0.215
C 2.685 3.903 -3.291 -0.224
C 1.603 3.575 -2.284 -0.232
N 0.423 4.397 -2.476 -0.042
C -0.727 4.036 -1.648 -0.189
C -1.334 2.646 -1.801 -0.226
O -1.971 2.428 -3.041 -0.169
C -1.141 1.956 -4.086 -0.088
H 1.933 4.035 -6.493 0.093
H 1.161 5.093 -5.294 0.084
H 2.911 5.204 -5.583 0.089
H 2.923 4.974 -3.286 0.119
H 3.591 3.347 -3.020 0.116
H 1.984 3.753 -1.271 0.071
H 1.411 2.494 -2.362 0.111
H 0.157 4.374 -3.453 0.082
H -1.516 4.764 -1.850 0.124
H -0.444 4.151 -0.597 0.099
H -2.108 2.554 -1.035 0.119
H -0.599 1.851 -1.612 0.107
H -0.372 1.272 -3.717 0.074
H -0.652 2.769 -4.633 0.075
H -1.776 1.410 -4.782 0.094
C -8.054 -7.244 2.517 -0.117
O -7.856 -6.259 3.508 -0.196
C -7.420 -6.757 4.767 -0.216
C -6.009 -6.301 5.070 -0.219
N -5.056 -6.918 4.164 -0.051
C -3.693 -6.420 4.257 -0.201
C -3.443 -4.947 3.946 -0.235
O -3.639 -4.595 2.587 -0.202
C -4.973 -4.297 2.218 -0.097
H -8.525 -6.753 1.667 0.088
H -7.116 -7.703 2.185 0.081
H -8.714 -8.043 2.872 0.088
H -7.476 -7.850 4.780 0.123
H -8.093 -6.368 5.535 0.122
H -5.762 -6.592 6.096 0.125
H -6.001 -5.202 5.034 0.106
H -5.390 -6.826 3.213 0.076
H -3.073 -7.011 3.579 0.120
H -3.327 -6.612 5.271 0.119
H -2.390 -4.742 4.159 0.119
H -4.041 -4.288 4.588 0.111
H -5.520 -3.826 3.041 0.092
H -5.528 -5.182 1.899 0.075
H -4.930 -3.598 1.382 0.088
C 4.841 -4.219 -3.352 -0.114
O 5.085 -2.926 -2.836 -0.198
C 5.984 -2.137 -3.604 -0.218
C 5.271 -0.962 -4.238 -0.225
N 4.348 -1.400 -5.267 -0.048
C 3.484 -0.360 -5.808 -0.191
C 2.508 0.326 -4.860 -0.226
O 1.457 -0.506 -4.396 -0.188
C 1.763 -1.327 -3.289 -0.100
H 4.266 -4.759 -2.602 0.089
H 4.270 -4.197 -4.287 0.082
H 5.775 -4.757 -3.537 0.089
H 6.465 -2.749 -4.374 0.124
H 6.760 -1.763 -2.930 0.120
H 6.020 -0.306 -4.695 0.124
H 4.790 -0.392 -3.428 0.103
H 3.784 -2.163 -4.915 0.075
H 2.903 -0.795 -6.625 0.123
H 4.121 0.415 -6.250 0.120
H 2.026 1.140 -5.401 0.110
H 3.022 0.780 -4.002 0.100
H 2.476 -0.840 -2.614 0.085
H 2.184 -2.294 -3.580 0.075
H 0.832 -1.511 -2.751 0.088
```

As for the charge: +1. Its HOMO energy is -9.66 eV. For the energy, the calculation gives -69197.03253 eV. The calculation puts the HOMO-LUMO gap at 0.223 Eh.